Entry from OMol25: a molecular structure, C32H88Cu4N8O12S at a distorted geometry (ωB97M-V/def2-TZVPD).

Summary:
Calculated total energy in eV: -260479.8170
Kohn-Sham gap in eV: 4.89
Total charge: +2
Lowest unoccupied orbital energy in eV: -7.3
HOMO energy in eV: -12.2

CARTESIAN COORDINATES (ANGSTROEM)
Cu1 -0.8365 8.8004 21.8175
Cu2 2.3092 4.0628 19.0952
Cu3 -1.1877 7.8048 18.2806
Cu4 1.1424 9.9864 19.7145
S1 1.1741 7.0856 19.7290
O1 -0.5361 2.7543 16.2499
O2 3.9694 7.0944 15.2038
O3 3.4504 10.3697 19.5047
O4 1.2100 8.0113 18.5647
O5 0.9708 7.9025 20.9884
O6 -0.7880 7.1846 16.1819
O7 1.0532 8.4663 25.6649
O8 2.3962 6.2828 19.7619
O9 -0.0642 6.2838 19.5947
O10 7.3515 4.8664 18.8896
O11 -3.6915 5.0269 24.3096
O12 1.6655 3.8189 24.6434
N1 2.3683 10.5134 27.0949
N2 3.9426 5.2571 17.5319
N3 3.0795 9.4574 22.2676
N4 -3.1852 6.8355 17.6709
N5 3.4386 3.8894 21.4064
N6 -2.1293 6.8760 21.5426
N7 0.2069 3.5726 19.7036
N8 2.8112 5.9862 12.8276
C1 2.0269 3.8230 26.0182
C2 8.1487 5.5457 19.8304
C3 -3.4827 6.1012 23.4628
C4 5.8522 4.3757 16.3231
C5 -4.3159 5.4365 25.5225
C6 4.5945 7.2494 13.9424
C7 1.9172 8.1372 26.7293
C8 6.2367 5.6200 18.4818
C9 3.7254 11.7347 19.8321
C10 -4.4410 6.8096 15.5580
C11 4.0023 8.2550 15.9848
C12 -0.4976 2.8336 18.6250
C13 0.3242 7.6996 15.4352
C14 5.2662 8.4571 22.1966
C15 2.5653 3.3713 22.4586
C16 4.9586 6.0787 11.7711
C17 -0.0991 3.5097 17.3461
C18 -2.0165 7.2405 15.5005
C19 -1.1008 5.2724 23.0756
C20 4.3533 9.4614 20.1010
C21 -2.0038 2.8689 18.8567
C22 -3.1055 6.4851 16.2242
C23 2.7091 1.8556 22.5591
C24 -2.4103 5.7371 22.4511
C25 4.2668 6.0378 13.1213
C26 2.7764 4.0644 23.7856
C27 1.2039 7.6184 24.5857
C28 5.3045 4.7105 17.6924
C29 0.5773 9.4763 28.3643
C30 1.9333 9.2506 27.7489
C31 -0.3935 3.4094 15.0140
C32 4.3719 9.5629 21.6341
H1 5.0407 8.5727 16.1552
H2 3.0329 12.3746 19.2878
H3 0.4925 10.3490 29.0026
H4 5.3247 3.7974 18.2996
H5 0.2754 8.5608 28.8857
H6 3.6959 3.7317 24.2797
H7 -0.4828 2.6644 14.2351
H8 4.7564 12.0264 19.6159
H9 -2.8994 5.4161 16.1715
H10 -3.7194 6.1720 26.0772
H11 6.0418 6.0523 11.9326
H12 1.2020 7.4547 16.0278
H13 2.6167 11.1994 27.7910
H14 -0.7944 5.8923 23.9229
H15 6.7351 3.7377 16.4128
H16 2.4077 10.1761 21.9878
H17 2.3276 6.1173 13.7257
H18 0.9996 3.6081 17.2090
H19 3.7276 1.6092 22.8804
H20 3.6010 5.8614 18.2740
H21 2.5551 6.8728 12.3816
H22 4.6633 6.9542 11.1949
H23 -0.0456 3.2645 20.6358
H24 -4.4857 6.4502 14.5269
H25 6.3164 8.7249 22.1202
H26 5.3667 9.6734 19.7452
H27 1.0944 3.8564 26.5790
H28 -0.2690 5.2022 22.3727
H29 -3.9438 6.2642 18.0374
H30 1.0067 6.5671 24.8319
H31 4.5496 5.1311 13.6541
H32 6.1035 5.2559 15.7322
H33 3.4856 9.0743 15.4679
H34 3.9809 5.9733 16.7859
H35 2.7987 5.1549 23.6197
H36 1.6835 7.1781 27.2072
H37 -2.8759 4.8907 21.9210
H38 -1.1456 4.2032 14.9229
H39 -4.3674 4.5543 26.1557
H40 7.6178 5.6879 20.7732
H41 -1.9360 6.8132 14.4893
H42 2.6967 4.6504 26.2788
H43 -3.5036 7.7805 17.9033
H44 -0.0763 4.5492 19.6197
H45 0.6053 3.8691 14.9822
H46 8.9999 4.8971 20.0386
H47 2.6089 1.4246 21.5578
H48 2.5398 2.8996 26.3231
H49 3.5764 11.9213 20.9031
H50 8.5465 6.4913 19.4469
H51 5.6488 5.9452 19.3599
H52 2.9348 8.0772 26.2982
H53 2.7249 9.0240 28.4740
H54 -5.2844 6.3296 16.0583
H55 -2.3237 8.2697 15.2432
H56 2.2291 7.7073 24.1938
H57 0.3842 7.2981 14.4253
H58 2.5855 8.6058 22.0068
H59 -4.3981 6.3822 22.9146
H60 0.5376 7.9392 23.7773
H61 5.0083 8.3233 23.2450
H62 1.5220 3.4982 22.1454
H63 3.3141 4.9065 21.3642
H64 3.5462 8.0713 16.9545
H65 -2.2103 2.3409 19.7861
H66 5.6762 7.3891 14.0678
H67 -1.4571 6.5620 20.8372
H68 -0.1392 1.8071 18.5268
H69 -0.5331 4.5237 17.2390
H70 -4.6252 7.8854 15.5594
H71 6.4874 6.5145 17.8849
H72 4.4314 3.8540 21.6479
H73 -2.9459 7.0986 20.9679
H74 -2.3397 3.9093 18.8879
H75 4.7462 5.1865 11.1875
H76 0.2750 8.7957 15.4075
H77 4.0313 8.4517 19.8455
H78 -0.1585 9.5670 27.5625
H79 -3.1811 7.0035 24.0209
H80 -2.5217 2.3799 18.0312
H81 4.8464 10.5050 21.9191
H82 -5.3052 5.8617 25.3345
H83 5.1591 3.7352 15.7713
H84 4.1616 8.1465 13.4764
H85 3.1240 10.3212 26.4509
H86 -1.2391 4.2886 23.5316
H87 5.0691 7.5242 21.6646
H88 1.9846 1.3441 23.1854

Results of the Löwdin charge analysis, in e, for atoms 1 through 6:
1 Cu 0.572
2 Cu 0.417
3 Cu 0.444
4 Cu 0.556
5 S 0.361
6 O -0.172